Entry 1:
The following is a quantum chemistry calculation of C43H39GeI2N5O2Rh as an isolated structure in a non-equilibrium geometry, from the Open Molecules 2025 dataset.

Positions of all 93 atoms, in Å:
H: -0.460 2.904 6.160
H: 4.725 -3.806 1.477
C: 2.816 -2.099 -0.749
C: 2.565 0.931 2.106
C: -4.158 0.034 -0.872
H: 0.768 3.380 -3.838
C: -4.899 -0.972 -1.450
H: 0.657 -3.962 3.434
C: 0.253 4.706 -1.060
H: -2.664 1.903 6.112
O: -0.718 -3.256 -1.878
C: 0.225 -2.800 1.665
H: 2.174 4.313 2.318
C: 3.920 -3.329 1.005
C: 1.083 2.421 -4.272
C: 0.324 0.263 -3.322
C: -2.394 0.932 4.234
C: 1.539 5.578 0.746
H: -2.809 -1.589 0.881
H: -5.995 -0.988 -1.482
N: -2.043 -1.058 -1.291
C: 1.557 4.341 1.413
C: 2.351 1.237 -2.558
C: 5.181 0.200 2.839
H: -4.491 -5.227 -3.418
H: -2.585 -0.801 -4.169
H: -0.274 2.609 -0.812
C: -2.036 -2.114 1.432
C: 0.280 3.454 -0.403
H: -4.618 0.936 -0.481
C: -2.650 -4.319 -2.734
C: 3.987 -2.606 -0.198
C: -0.757 2.374 5.271
H: -1.424 2.225 -2.823
H: 1.912 -0.293 3.743
N: 1.105 1.372 -3.323
H: -1.893 2.174 -4.564
C: -0.112 -3.430 2.895
C: 1.539 -2.736 1.142
I: -1.389 -5.885 -3.462
H: -3.425 -2.680 2.975
H: 1.048 2.757 4.169
H: -1.968 0.291 2.266
H: -2.718 1.185 -3.308
C: 4.956 1.088 1.768
N: -0.771 -2.178 0.971
C: -2.409 -2.698 2.642
N: 1.658 -2.106 -0.065
C: -1.591 0.849 3.107
H: -1.667 -3.892 4.241
C: -2.001 -3.246 -2.140
C: -0.348 1.456 3.056
Rh: -0.141 -1.439 -0.788
H: 2.132 0.837 -1.598
C: -2.801 -2.145 -1.784
C: 0.164 0.311 0.018
H: 5.831 1.384 1.191
H: 2.708 -1.628 -1.717
H: 4.169 -0.954 4.376
I: -6.895 -3.439 -2.558
C: -1.572 -0.720 -4.492
H: 0.926 6.755 -0.949
H: 2.774 2.242 -2.505
Ge: 0.838 1.406 1.450
C: -1.388 -3.431 3.320
H: 2.066 2.461 -4.745
C: -1.761 1.564 -3.652
C: 4.084 -0.296 3.556
H: 0.344 2.172 -5.050
H: -3.323 0.418 4.286
H: 2.668 -3.938 2.580
H: 2.993 0.554 -3.115
C: 2.736 -3.416 1.639
H: 6.158 -0.144 3.093
H: -0.257 4.896 -2.031
O: 0.755 -0.805 -2.831
H: 2.142 6.372 1.142
N: -0.873 0.435 -3.940
C: -2.009 1.781 5.263
H: 3.557 2.050 0.552
C: 3.659 1.410 1.421
C: 0.070 2.252 4.182
H: -2.178 0.868 -0.512
C: 0.896 3.272 0.818
H: 4.887 -2.591 -0.868
H: -1.561 -0.674 -5.582
C: -4.037 -4.391 -2.907
C: -4.210 -2.152 -1.929
C: -2.765 0.004 -0.833
C: 0.911 5.769 -0.472
C: -4.804 -3.334 -2.441
H: -1.047 -1.639 -4.192
C: 2.796 0.080 3.209

Results
Calculated total energy ... -4869.0266 a.u.
HOMO-LUMO gap (alpha / beta) ... 4.6 / 6.5 eV
HOMO level (alpha / beta) ... -2.27 / -4.17 eV
Total charge ... -1
2S+1 ... 5

Entry 2:
The following is a quantum chemistry calculation of C15H11BCl4MoO4 as an isolated structure in a non-equilibrium geometry, from the Open Molecules 2025 dataset.

Positions of all 36 atoms, in Å:
H: 2.487 2.175 -5.135
C: 2.426 1.735 -1.259
H: 2.040 -0.090 -4.127
H: -4.180 -0.579 3.705
C: 2.690 3.131 -3.216
H: -4.594 -1.802 1.329
H: -1.610 -0.997 4.438
C: 1.850 -0.656 -1.552
C: -2.407 -2.325 1.436
Cl: 1.936 -2.153 2.056
C: -2.477 0.335 -0.458
C: 2.453 2.032 -4.060
C: -1.423 -2.048 2.456
O: 0.654 1.616 1.956
Cl: 0.322 -3.015 -0.426
O: -2.735 0.705 -1.528
Cl: 3.382 -3.287 -0.415
H: -2.264 -2.972 0.581
H: -0.424 -2.459 2.500
C: -3.641 -1.730 1.850
Mo: -2.082 -0.185 1.588
C: -3.169 1.768 2.117
Cl: 2.992 4.678 -3.890
H: 2.445 1.600 -0.182
B: 1.947 -2.284 0.219
H: 2.894 3.833 -1.181
O: 2.066 -0.897 -0.306
C: -2.060 -1.297 3.496
C: 2.193 0.786 -3.504
C: -0.229 0.887 1.743
H: -0.711 -0.305 0.453
C: 2.150 0.633 -2.098
O: -3.732 2.743 2.344
H: 1.548 -1.470 -2.219
C: -3.424 -1.086 3.111
C: 2.685 2.978 -1.819

Results
Calculated total energy ... -2811.1216 a.u.
HOMO-LUMO gap ... 2.8 eV
HOMO level ... -21.86 eV
Total charge ... +4
2S+1 ... 1

Entry 3:
The following is a quantum chemistry calculation of a 12-piece molecular cluster, H24O12 overall, from the Open Molecules 2025 dataset.

Positions of all 36 atoms, in Å:
H: -12.888 -8.517 -5.985
H: -13.148 -13.805 -14.318
H: -13.225 -11.716 -4.051
O: -13.027 -7.619 -6.288
H: -11.551 -15.754 -3.684
H: -13.973 -7.488 -6.221
H: -10.110 -15.655 -9.243
O: -10.848 -16.004 -8.744
H: -10.546 -10.241 -12.783
H: -11.559 -15.117 -5.057
O: -13.818 -11.471 -4.761
O: -14.623 -7.703 -15.419
H: -18.245 -8.506 -6.913
H: -17.203 -8.321 -7.995
H: -16.414 -6.995 -11.487
O: -17.305 -8.386 -7.045
H: -10.872 -7.034 -8.503
H: -10.608 -7.715 -9.829
H: -15.402 -6.266 -10.627
H: -14.520 -10.983 -4.330
H: -16.565 -12.124 -7.239
H: -12.823 -14.535 -13.032
H: -10.511 -16.100 -7.853
H: -14.483 -8.076 -16.289
H: -16.734 -13.618 -7.414
O: -13.496 -14.456 -13.709
O: -10.238 -7.076 -9.219
H: -14.300 -8.372 -14.816
O: -10.724 -10.252 -13.724
O: -12.071 -15.689 -4.485
H: -9.927 -9.903 -14.123
O: -17.060 -12.777 -7.734
O: -12.640 -11.036 -9.682
H: -12.961 -11.608 -8.985
H: -13.395 -10.496 -9.916
O: -15.721 -7.143 -10.843

Results
Relative energy (zero: lowest compared OMol25 entry of this formula, charge and spin) ... 2.8181 eV
SMILES ... O.O.O.O.O.O.O.O.O.O.O.O
Calculated total energy ... -917.2218 a.u.
HOMO-LUMO gap ... 11.2 eV
HOMO level ... -11.22 eV
Total charge ... 0
2S+1 ... 1

Entry 4:
The following is a quantum chemistry calculation of C64H59IN2O7P2SiSr as an isolated structure, from the Open Molecules 2025 dataset.

Positions of all 137 atoms, in Å:
C: 1.868 -4.298 3.192
Sr: 0.183 0.287 0.775
H: 7.315 -2.809 4.864
H: 3.194 0.973 2.794
C: 6.298 -2.404 1.665
H: -3.643 -0.040 2.781
C: -5.484 2.791 2.602
H: -5.292 -0.517 4.579
C: -1.655 0.319 5.158
C: 7.151 -2.667 2.727
C: 0.805 3.110 -4.733
H: 4.965 -2.261 5.270
H: 1.460 -4.013 2.219
C: -4.291 -3.423 0.495
H: -0.502 -0.066 3.432
C: 2.597 -1.456 -1.198
C: -3.199 4.912 0.832
C: 4.958 -2.113 1.902
C: 6.655 -2.622 4.024
C: -5.116 2.115 -3.861
H: 2.923 -3.426 -1.964
H: -0.188 -2.452 3.403
C: -6.039 2.555 -4.797
C: -6.341 1.335 4.311
C: -0.714 5.035 2.070
P: -4.194 0.783 -1.662
P: -3.261 2.101 0.997
C: -5.594 -2.986 1.086
H: -5.524 3.734 2.069
H: -0.327 -3.731 4.630
C: 4.431 -2.078 3.194
C: 2.891 -0.028 5.900
C: -1.901 -4.070 -1.438
H: -2.304 -0.528 4.976
H: 4.155 2.888 3.971
H: -0.641 4.677 -4.397
H: -3.904 3.045 -1.140
H: 2.153 -2.863 6.331
C: 5.317 -2.325 4.246
O: -1.133 -1.743 1.315
C: -5.510 1.254 -2.836
H: -0.762 2.912 2.136
C: 1.129 1.582 -2.851
C: -3.727 -1.806 -0.846
H: 2.858 -0.906 6.536
H: -3.991 -4.400 0.870
H: -5.723 3.221 -5.590
C: 1.404 1.902 3.501
C: -1.357 6.200 1.682
C: -4.706 -0.687 -0.741
H: 6.673 -2.422 0.648
C: -0.608 0.586 4.289
H: -7.052 1.137 5.104
C: 2.239 -3.632 5.561
Si: 2.580 -1.638 3.422
C: -3.259 -2.275 0.569
H: 4.297 -1.904 1.070
H: 3.624 -1.207 -1.502
H: -7.156 -1.657 1.428
H: -6.387 0.205 0.153
H: 2.914 -4.584 3.053
O: 1.911 -1.239 2.049
C: 1.856 0.395 -2.412
H: -3.567 -4.821 -2.450
H: -3.096 7.049 0.744
C: 0.159 2.293 -2.061
H: -1.164 2.864 7.342
C: -1.161 -3.272 -0.480
H: -7.133 0.121 -2.012
H: 0.060 -2.074 5.119
H: -6.090 -3.695 1.743
C: -2.600 6.140 1.061
C: -4.431 0.665 3.015
O: -2.284 0.983 1.050
C: 1.416 2.019 -4.151
C: 0.228 -2.826 4.341
C: 3.168 1.253 6.564
H: -0.885 7.160 1.851
I: -3.431 0.757 7.568
H: 3.280 -3.961 5.514
H: -4.075 2.411 -3.930
C: 0.054 2.448 5.620
C: -6.407 2.530 3.604
H: -3.430 -1.560 1.370
C: -6.830 0.820 -2.781
C: -1.848 1.143 6.257
H: 3.248 1.251 7.648
H: 8.196 -2.894 2.548
H: 2.154 1.457 -4.719
C: -7.360 2.133 -4.725
O: 0.964 1.871 2.272
H: 1.048 3.414 -5.743
H: 0.720 -2.402 0.060
C: -0.450 3.425 -2.693
C: -5.776 -0.691 0.068
H: -8.079 2.474 -5.460
C: 2.762 1.150 3.778
N: 0.837 -3.236 -1.834
H: 1.318 -5.183 3.542
C: -0.142 3.811 -3.973
C: -2.558 3.738 1.228
H: -5.294 2.398 -0.255
H: 2.174 -2.333 -3.104
C: 0.232 -2.965 -0.741
H: -5.229 -3.345 -1.556
C: 2.151 -2.649 -2.053
C: 1.718 -3.156 4.206
C: 2.721 -0.119 4.572
N: 1.741 -0.267 -1.330
H: 1.644 -4.493 5.899
C: 0.272 1.641 4.510
C: -4.496 1.856 2.302
H: -4.159 4.878 0.326
H: -2.918 -1.538 -1.521
H: 0.262 5.050 2.539
C: -4.252 2.208 -0.528
C: -6.220 -1.814 0.902
H: 2.624 -1.710 -0.137
O: -2.902 0.635 -2.359
O: -0.145 1.985 -0.869
H: 3.585 3.310 6.436
H: -1.173 3.973 -2.097
H: 0.722 3.279 5.794
C: 3.245 2.454 4.404
C: -5.356 0.406 4.018
C: -4.263 -3.250 -1.057
C: 3.350 2.396 5.898
C: -1.005 2.215 6.490
C: -3.219 -4.113 -1.705
H: -8.777 0.911 -3.672
C: -1.760 -2.498 0.519
H: 2.592 0.057 -3.161
O: 2.095 3.181 3.928
H: -7.167 3.263 3.843
H: -1.268 -4.710 -2.046
C: -1.313 3.801 1.844
C: -7.753 1.260 -3.721

Results
Relative energy (zero: lowest compared OMol25 entry of this formula, charge and spin) ... 2.8866 eV
Calculated total energy ... -4411.2911 a.u.
HOMO-LUMO gap ... 5.2 eV
HOMO level ... -1.94 eV
Total charge ... -2
2S+1 ... 1

Entry 5:
The following is a quantum chemistry calculation of C3H2BrN3O2 in the gas phase in a non-equilibrium geometry, from the Open Molecules 2025 dataset.

Positions of all 11 atoms, in Å:
N: -0.106 -1.617 -0.776
N: 1.174 -0.390 1.007
O: -0.904 -2.367 -0.268
N: 0.732 0.717 1.310
C: 0.014 1.573 0.707
C: -0.556 -0.336 -0.883
O: 0.912 -1.922 -1.353
C: -0.681 0.888 -0.469
Br: -1.546 2.109 -1.712
H: 1.184 -1.217 1.568
H: -0.222 2.562 0.870

Results
Relative energy (zero: lowest compared OMol25 entry of this formula, charge and spin) ... 4.1425 eV
Calculated total energy ... -3003.9536 a.u.
HOMO-LUMO gap (alpha / beta) ... 8.5 / 6.7 eV
HOMO level (alpha / beta) ... -9.78 / -9.15 eV
Total charge ... 0
2S+1 ... 1

Entry 6:
The following is a quantum chemistry calculation of C37H45N5O4PRuS2 as an isolated structure, from the Open Molecules 2025 dataset.

Positions of all 95 atoms, in Å:
H: -1.470 -5.139 2.538
S: 1.033 -1.931 -1.809
C: 3.777 -0.057 2.101
N: 2.910 -2.838 0.451
N: -0.940 -1.729 0.376
C: 2.528 3.039 -1.821
H: 2.496 4.754 2.485
H: -2.833 -3.701 1.233
H: 3.511 -2.172 0.916
H: -4.912 -0.620 4.263
H: -4.178 0.800 0.333
H: 3.896 0.579 -5.945
C: -1.398 -3.002 -0.212
N: -2.556 0.975 1.605
H: 2.468 -2.480 -0.424
C: 3.348 0.073 -5.160
O: -3.175 -3.603 -1.677
H: 1.885 -4.337 3.117
H: -1.624 -1.299 1.001
C: -2.106 2.157 1.655
C: 2.071 0.498 -4.828
C: 0.283 -5.240 1.354
H: 1.758 0.608 2.326
H: -5.633 -1.805 2.357
C: 2.741 4.093 -2.700
C: 4.610 -0.166 -0.148
H: 1.833 5.541 -3.994
C: -0.687 3.707 2.797
C: 3.921 -0.999 -4.485
H: -4.845 3.031 0.712
H: 3.930 -0.155 3.169
C: -0.731 2.701 1.816
C: -1.914 -4.043 0.767
C: 4.823 -0.307 1.219
H: 3.011 -3.044 2.957
H: -2.203 -4.914 0.174
C: -4.385 0.157 3.707
C: 2.546 0.375 1.619
H: -4.515 1.095 4.250
C: 1.238 2.590 -1.558
C: -0.935 -4.468 1.860
H: -0.549 -3.420 -0.751
C: 0.426 2.427 1.067
C: 1.591 4.183 2.323
H: -4.807 2.817 2.479
H: 4.916 -1.341 -4.744
H: 3.658 -2.459 -2.932
S: -0.319 0.321 -3.512
C: -4.017 1.100 1.369
H: 3.385 2.580 -1.347
C: -4.919 0.251 2.278
H: 2.454 3.063 0.761
H: 1.618 1.332 -5.349
H: 5.794 -0.607 1.592
O: -2.996 3.186 1.590
C: -3.160 1.149 -2.257
C: 0.160 3.223 -2.179
C: 1.558 3.214 1.346
H: 3.752 4.422 -2.905
H: 0.801 -5.739 2.177
N: 2.319 -3.641 2.541
H: -0.608 -3.619 2.471
N: 1.267 -4.430 0.630
P: 0.749 1.266 -0.378
O: -2.136 1.160 -1.291
H: -4.283 -1.531 1.247
H: -4.141 1.016 -1.781
C: -5.194 -1.102 1.646
H: -3.173 2.113 -2.782
H: 1.172 -4.313 -0.372
C: 1.937 -1.198 -3.123
C: -2.393 -2.716 -1.367
H: -1.591 3.916 3.352
C: -4.292 2.594 1.541
Ru: -0.767 -0.241 -1.285
C: 2.339 0.573 0.254
H: -3.320 -0.079 3.711
O: -2.263 -1.573 -1.923
H: 3.236 0.371 -1.690
H: 0.442 5.184 3.843
C: 1.666 4.720 -3.308
H: -3.053 0.351 -2.994
C: 0.375 4.287 -3.039
C: 3.215 -1.628 -3.471
C: 0.452 4.426 3.071
C: 2.162 -3.634 1.206
H: -5.873 0.790 2.313
H: -5.878 -1.007 0.802
H: -0.844 2.861 -1.988
H: 5.405 -0.376 -0.851
C: 1.343 -0.138 -3.820
H: -0.069 -1.815 0.888
H: -0.031 -6.038 0.681
H: -0.470 4.767 -3.515
C: 3.377 0.259 -0.624

Results
Relative energy (zero: lowest compared OMol25 entry of this formula, charge and spin) ... 2.0300 eV
Calculated total energy ... -3244.3648 a.u.
HOMO-LUMO gap (alpha / beta) ... 6.2 / 6.1 eV
HOMO level (alpha / beta) ... -6.44 / -6.35 eV
Total charge ... 0
2S+1 ... 2

- Among the records above, which one has the lowest calculated total energy?
  C43H39GeI2N5O2Rh

- Among the records above, which one has the lowest calculated total energy?
  C43H39GeI2N5O2Rh

- Which of these has the highest total charge?
  C15H11BCl4MoO4

- Which of these has the highest 2S+1?
  C43H39GeI2N5O2Rh